53
Properties=species:S:1:pos:R:3:mulliken_charge:R:1 method="wB97M-V/def2-TZVPD" smiles="O=C(CN1CCC(n2nnc3cc(F)ccc32)CC1)Nc1ccc2c(c1)CCC2" charge=0 e_tot_ha=-1301.636550 relative_energy_ev=0.679 homo_lumo_gap_ha=0.317
H 0.649 -4.496 4.017 0.267
H 3.948 2.721 -0.441 0.381
C -4.237 -0.386 -0.643 -0.725
H -0.998 -5.595 2.651 0.327
C 1.689 2.813 -2.264 -0.915
C 2.253 -1.304 0.888 1.091
F -6.582 -0.312 -0.742 -0.326
C 3.154 -1.836 1.803 -0.366
C 0.196 3.166 -2.331 -0.766
H 0.168 -5.858 1.352 0.302
N 1.980 2.109 -1.025 0.184
C -4.176 2.216 -1.569 0.168
C 1.342 2.767 0.104 -0.724
H -2.096 -0.346 -0.587 0.611
C 0.687 -3.030 1.427 -0.044
H -0.962 -3.998 0.400 0.374
C 2.820 -2.965 2.536 -1.115
H 3.525 -3.372 3.245 0.421
C 1.003 -4.767 3.018 -0.857
C -0.579 2.223 -1.414 -0.310
H 0.311 -1.494 -0.021 0.383
C -0.580 -3.834 1.408 -0.844
H 1.800 0.134 -0.509 -0.045
N -1.998 2.395 -1.573 0.827
H 1.760 2.368 1.030 0.376
C -0.167 2.490 0.044 -0.786
C -3.002 0.193 -0.812 -0.285
H 4.110 -1.359 1.936 0.569
H -0.169 3.083 -3.354 0.486
H -0.344 1.187 -1.685 0.124
C 3.579 0.691 0.180 0.595
O 4.560 0.589 0.882 -0.667
H 0.017 4.190 -2.001 0.301
H 1.722 -5.579 3.128 0.361
H -4.331 -1.398 -0.283 0.459
N -2.549 3.540 -1.986 -0.459
N -3.813 3.457 -1.996 -0.843
H 1.536 3.851 0.091 0.443
C -5.408 0.327 -0.934 0.368
H -1.353 -3.313 1.980 0.263
C -0.173 -5.143 2.102 -0.708
H 3.840 1.541 -1.758 0.380
C 3.389 1.849 -0.810 -0.855
H 2.290 3.731 -2.364 0.264
H -0.426 1.630 0.663 0.355
H -0.719 3.353 0.417 0.400
C -2.984 1.503 -1.280 0.637
C 1.006 -1.907 0.698 -0.549
C -5.425 1.620 -1.396 -0.814
H -6.343 2.140 -1.609 0.472
H 1.957 2.145 -3.088 0.517
N 2.533 -0.167 0.126 -0.111
C 1.590 -3.561 2.346 0.404